No. 1
DFT (ωB97M-V/def2-TZVPD) results for a 13-piece molecular cluster, C41H55Cl4F5O33 overall.

Highest occupied orbital energy (eV): -10.1865
Lowest unoccupied orbital energy (eV): 0.07
Maximum force (Eh/bohr): 0.0462

The geometry in XYZ format:
```
138
Properties=species:S:1:pos:R:3:mulliken_charge:R:1
C 15.51 -19.70 20.01 -1.373
C 14.65 -19.78 21.24 0.032
C 14.08 -18.47 21.85 -0.157
O 12.74 -18.87 22.16 0.843
C 12.36 -19.94 21.43 -0.069
O 11.23 -20.34 21.37 -0.556
O 13.43 -20.49 20.90 -0.496
H 15.78 -20.58 19.44 0.377
H 16.43 -19.19 20.29 0.369
H 15.00 -19.03 19.31 0.244
H 15.05 -20.35 22.08 0.425
H 14.03 -17.65 21.13 0.080
H 14.62 -18.15 22.73 0.334
C 10.56 -20.82 17.31 -1.520
C 10.35 -19.33 17.44 0.274
C 9.63 -18.84 18.74 0.136
O 10.54 -17.85 19.20 0.281
C 11.71 -17.87 18.53 0.166
O 12.72 -17.28 18.78 -0.555
O 11.62 -18.69 17.49 -0.418
H 9.61 -21.35 17.40 0.383
H 11.21 -21.26 18.06 0.288
H 10.91 -21.06 16.31 0.395
H 9.83 -18.96 16.55 0.373
H 9.37 -19.61 19.46 -0.083
H 8.70 -18.44 18.33 0.216
C 6.11 -15.95 25.95 -1.019
C 5.49 -17.30 25.74 2.042
C 4.28 -17.65 26.58 -0.545
O 3.39 -18.33 25.67 -0.402
C 3.78 -18.08 24.42 0.225
O 3.27 -18.47 23.41 -0.611
O 4.85 -17.27 24.41 0.079
H 6.47 -15.55 25.01 -0.385
H 7.03 -16.13 26.53 0.402
H 5.55 -15.28 26.60 0.358
H 6.15 -18.16 25.65 -0.908
H 3.66 -16.79 26.87 0.553
H 4.53 -18.23 27.46 0.166
C 10.94 -20.83 24.88 -1.099
C 9.81 -21.36 24.00 2.184
C 10.07 -22.62 23.21 0.014
O 9.05 -23.51 23.64 -0.422
C 8.26 -22.91 24.58 0.308
O 7.32 -23.42 25.11 -0.638
O 8.69 -21.67 24.85 0.121
H 11.75 -20.54 24.21 0.059
H 11.25 -21.59 25.59 0.626
H 10.58 -19.94 25.40 -0.265
H 9.50 -20.56 23.33 -1.382
H 11.04 -23.07 23.45 0.282
H 9.98 -22.32 22.17 0.212
C 11.90 -13.77 19.03 -1.178
C 10.49 -13.45 18.58 0.589
C 9.95 -14.54 17.64 -0.444
O 8.80 -15.09 18.31 -0.277
C 8.67 -14.52 19.49 0.377
O 7.77 -14.74 20.25 -0.014
O 9.65 -13.61 19.74 -0.303
H 12.65 -13.46 18.29 0.430
H 12.13 -14.81 19.26 0.137
H 12.17 -13.21 19.92 0.153
H 10.43 -12.46 18.12 0.338
H 10.71 -15.31 17.51 0.073
H 9.56 -14.20 16.68 0.328
C 4.35 -13.03 20.35 -1.553
C 4.39 -14.21 21.29 1.542
C 5.42 -13.94 22.42 0.243
O 4.68 -14.00 23.63 -0.306
C 3.40 -14.33 23.38 0.506
O 2.61 -14.54 24.24 -0.559
O 3.16 -14.29 22.05 -0.398
H 3.78 -13.19 19.43 0.355
H 5.34 -12.79 19.96 0.286
H 3.97 -12.12 20.81 0.404
H 4.56 -15.18 20.84 -0.612
H 5.87 -12.96 22.29 0.312
H 6.16 -14.74 22.38 -0.249
C 8.96 -13.73 24.89 0.281
Cl 10.66 -13.96 25.38 -0.108
Cl 8.90 -13.74 23.09 -0.057
H 8.33 -14.52 25.30 -0.707
H 8.68 -12.74 25.20 0.614
C 4.92 -18.01 19.30 -0.708
Cl 5.63 -16.58 18.54 -0.095
Cl 5.26 -17.87 21.03 0.056
H 3.85 -18.03 19.14 0.419
H 5.42 -18.91 18.97 0.347
C 12.22 -17.19 26.14 1.508
C 13.43 -18.08 26.38 0.365
O 14.39 -17.18 26.93 -0.349
C 13.71 -16.17 27.52 0.555
O 14.15 -15.39 28.30 -0.553
O 12.42 -16.19 27.14 -0.488
F 13.95 -18.59 25.23 -0.184
H 11.32 -17.75 26.38 -0.515
H 12.13 -16.84 25.12 -0.624
H 13.30 -18.89 27.09 0.300
C 5.19 -21.62 24.49 -0.731
C 4.73 -22.09 23.10 -0.056
O 5.88 -21.76 22.33 -0.338
C 6.57 -20.79 22.91 -0.883
O 7.54 -20.23 22.46 -0.298
O 6.12 -20.59 24.15 0.946
F 3.68 -21.38 22.64 -0.250
H 5.68 -22.41 25.06 0.417
H 4.41 -21.23 25.14 0.469
H 4.54 -23.16 23.00 0.328
C 8.22 -17.32 22.64 1.321
C 9.69 -17.56 22.51 1.175
O 10.11 -17.60 23.87 1.060
C 9.04 -17.83 24.67 -0.315
O 9.10 -18.01 25.85 -0.718
O 7.92 -17.78 23.96 0.514
F 10.25 -16.51 21.83 0.052
H 7.60 -17.90 21.96 -0.716
H 7.97 -16.26 22.61 -1.412
H 9.92 -18.43 21.89 -0.901
C 13.31 -13.74 22.93 -0.144
C 13.08 -15.20 22.56 0.843
O 13.87 -15.90 23.47 0.056
C 14.84 -15.06 23.92 0.434
O 15.79 -15.37 24.57 -0.527
O 14.59 -13.81 23.55 -0.383
F 13.57 -15.38 21.27 -0.343
H 12.57 -13.43 23.66 0.054
H 13.35 -13.09 22.06 0.389
H 12.01 -15.40 22.49 -0.425
C 7.85 -20.20 27.73 0.360
C 7.71 -21.07 28.96 0.158
O 6.58 -21.84 28.64 -0.374
C 5.80 -21.12 27.80 0.457
O 4.67 -21.39 27.54 -0.525
O 6.45 -20.01 27.42 0.134
F 7.43 -20.27 30.05 -0.327
H 8.24 -20.81 26.91 -0.425
H 8.34 -19.24 27.86 0.346
H 8.56 -21.69 29.22 0.399
```

No. 2
DFT (ωB97M-V/def2-TZVPD) results for a single C3H5NO3 molecule.

Highest occupied orbital energy (eV): -10.3664
Lowest unoccupied orbital energy (eV): 0.81
Energy relative to the best compared isomer or geometry (same formula, charge and spin) (kcal/mol): 33.74
SMILES string: N[C@@H]1OCC(=O)O1
Maximum force (Eh/bohr): 0.0142

The geometry in XYZ format:
```
12
Properties=species:S:1:pos:R:3:nbo_charge:R:1
N 0.87 0.63 -0.99 -0.881
C 0.38 -0.76 0.95 0.779
O 1.30 -1.02 1.66 -0.527
C -0.79 0.20 1.13 -0.201
O -1.28 0.39 -0.19 -0.508
C -0.30 -0.20 -0.99 0.484
O 0.15 -1.35 -0.29 -0.520
H 1.68 0.15 -1.37 0.389
H 0.77 1.59 -1.29 0.386
H -1.55 -0.30 1.73 0.214
H -0.49 1.14 1.59 0.212
H -0.75 -0.48 -1.95 0.173
```

No. 3
DFT (ωB97M-V/def2-TZVPD) results for C37H43FeNO2P as an isolated structure.

Highest occupied orbital energy (alpha / beta) (eV): -6.2480 / -5.9454
Multiplicity: 6
Lowest unoccupied orbital energy (alpha / beta) (eV): 0.69 / 0.50
Energy relative to the best compared isomer or geometry (same formula, charge and spin) (kcal/mol): 1.94
Maximum force (Eh/bohr): 0.1436

The geometry in XYZ format:
```
85
Properties=species:S:1:pos:R:3:mulliken_charge:R:1
O -5.01 -4.69 -2.89 -0.402
C -5.06 -6.03 -2.27 -0.434
C -5.98 -6.62 -3.35 -0.894
H -5.54 -6.00 -1.28 0.297
H -4.07 -6.51 -2.24 0.266
C -5.93 -5.17 -3.90 1.557
H -6.95 -6.94 -2.99 0.314
H -5.50 -7.35 -3.99 0.308
C -7.30 -4.53 -3.83 -1.659
H -7.78 -4.67 -2.85 0.372
H -7.95 -5.01 -4.58 0.393
H -7.25 -3.46 -4.07 0.373
C -5.35 -5.09 -5.29 -1.707
H -4.39 -5.61 -5.34 0.367
H -5.24 -4.04 -5.58 0.380
H -6.05 -5.57 -6.00 0.395
Fe 0.86 1.05 -0.23 0.847
C 2.55 0.75 -1.53 -0.703
C 2.89 -0.07 -0.38 -0.306
C 2.12 -1.27 -0.46 -1.262
H 3.68 0.16 0.33 0.885
C 1.31 -1.20 -1.62 0.184
C 1.52 0.05 -2.25 -1.325
H 1.10 0.35 -3.21 0.614
H 3.10 1.63 -1.88 0.454
H 2.17 -2.13 0.22 0.395
H 0.74 -2.03 -2.04 0.677
C 0.07 3.03 -0.35 -0.743
C -0.02 2.50 -1.69 -0.890
C -1.01 1.46 -1.68 -0.946
H 0.48 2.88 -2.58 0.448
C -1.55 1.36 -0.38 0.345
C -0.87 2.28 0.47 -0.995
H -1.09 2.47 1.51 0.446
H 0.65 3.88 -0.01 1.090
H -1.36 0.93 -2.56 0.521
H -2.40 0.74 -0.08 0.503
O -1.41 -1.41 -0.68 -0.082
C -2.05 -1.75 -1.92 -0.708
C -2.37 -3.24 -1.86 -0.220
H -1.36 -1.48 -2.74 0.310
H -2.94 -1.12 -2.04 0.333
C -2.44 -3.53 -0.35 -0.689
H -1.53 -3.78 -2.30 0.269
H -3.28 -3.48 -2.41 0.151
C -1.44 -2.53 0.23 -0.378
H -2.24 -4.56 -0.08 0.382
H -3.43 -3.24 0.01 0.259
H -0.44 -2.97 0.33 0.105
H -1.72 -2.11 1.21 0.315
N 1.45 1.30 1.35 -0.275
P 2.41 2.32 2.15 1.634
C 3.74 2.94 1.07 0.502
C 3.47 3.85 0.03 0.380
C 4.45 4.18 -0.89 -1.130
C 5.71 3.57 -0.84 -0.599
C 5.99 2.65 0.18 -0.682
C 5.02 2.35 1.14 -0.351
C 1.43 3.68 2.81 0.092
C 1.71 5.02 2.51 -0.359
C 0.88 6.02 3.01 -0.736
C -0.21 5.70 3.84 -0.494
C -0.47 4.36 4.16 -0.691
C 0.33 3.35 3.63 -0.408
C 3.21 1.57 3.56 -0.138
C 3.67 0.24 3.49 -0.175
C 4.45 -0.27 4.54 -0.556
C 4.67 0.51 5.68 -0.556
C 4.11 1.79 5.79 -0.606
C 3.38 2.32 4.74 -0.646
H 2.49 4.32 -0.05 0.025
H 4.23 4.91 -1.66 0.404
H 6.47 3.81 -1.58 0.385
H 6.96 2.15 0.23 0.401
H 5.25 1.64 1.94 0.324
H 2.57 5.26 1.89 0.494
H 1.09 7.06 2.74 0.399
H -0.83 6.50 4.24 0.377
H -1.30 4.12 4.82 0.388
H 0.09 2.30 3.83 0.497
H 3.39 -0.39 2.63 0.302
H 4.88 -1.26 4.46 0.419
H 5.27 0.12 6.50 0.367
H 4.23 2.38 6.70 0.396
H 2.91 3.30 4.81 0.403
```

No. 4
DFT (ωB97M-V/def2-TZVPD) results for an isolated ion of composition C4H11BN and charge +1.

Highest occupied orbital energy (alpha / beta) (eV): -11.3338 / -13.6225
Lowest unoccupied orbital energy (alpha / beta) (eV): -5.03 / -3.88
Energy relative to the best compared isomer or geometry (same formula, charge and spin) (kcal/mol): 108.19
Charge: +1
Maximum force (Eh/bohr): 0.0515

The geometry in XYZ format:
```
17
Properties=species:S:1:pos:R:3:nbo_charge:R:1
B 1.86 -1.32 0.15 0.722
C 1.87 0.19 0.01 -0.925
C -1.51 -1.34 -0.20 -0.313
C 0.63 0.89 -0.43 -0.428
C -0.58 0.83 0.56 -0.247
N -1.71 0.11 -0.11 -0.553
H 2.69 -2.11 0.35 -0.105
H 2.34 0.74 0.85 0.281
H 2.57 0.20 -0.87 0.290
H -1.90 -1.99 -1.05 0.242
H -1.78 -1.71 0.86 0.196
H 0.92 2.02 -0.61 0.247
H 0.44 0.36 -1.43 0.234
H -0.50 0.41 1.59 0.238
H -0.84 1.87 0.88 0.246
H -1.84 0.60 -0.96 0.432
H -2.66 0.25 0.41 0.441
```

No. 5
DFT (ωB97M-V/def2-TZVPD) results for C28H24F15GeN4O3S5SbTc as an isolated structure.

Highest occupied orbital energy (eV): -16.2653
Lowest unoccupied orbital energy (eV): -11.93
Energy relative to the best compared isomer or geometry (same formula, charge and spin) (kcal/mol): 6.28
Charge: +3
Maximum force (Eh/bohr): 0.0152

The geometry in XYZ format:
```
82
Properties=species:S:1:pos:R:3:mulliken_charge:R:1
Tc 0.30 1.18 -0.52 -0.176
N -1.64 4.35 0.91 0.490
C -2.53 3.81 2.01 0.256
C -1.69 3.01 3.00 -1.712
C -1.29 1.62 2.53 0.221
N -0.05 1.64 1.65 0.269
C -2.47 0.84 1.96 -1.106
C -3.27 1.61 0.92 0.054
N -2.46 1.66 -0.31 -0.393
C -3.67 3.00 1.42 -1.413
H -0.68 4.58 1.27 0.079
H -2.05 5.19 0.50 0.508
H -1.53 3.65 0.17 -0.212
H -2.92 4.70 2.52 0.348
H -2.32 2.87 3.89 0.559
H -0.83 3.58 3.33 0.557
H -0.96 1.07 3.42 0.526
H 0.52 0.88 2.01 0.509
H 0.49 2.49 1.84 0.251
H -3.12 0.60 2.80 0.580
H -2.13 -0.11 1.55 -0.028
H -4.21 1.06 0.74 0.560
H -2.90 2.24 -1.03 0.208
H -2.48 0.72 -0.72 0.110
H -4.41 2.87 2.21 0.523
H -4.17 3.57 0.63 0.408
S 1.67 2.84 -4.86 -0.295
Sb -0.07 3.05 -3.59 0.722
S 0.75 3.24 -0.95 -0.474
S -0.47 0.80 -2.55 -0.270
S -1.78 4.28 -2.97 -0.325
C 4.46 0.96 -1.80 -0.568
O 2.98 1.01 -1.85 -0.303
C 2.35 1.06 -0.75 1.824
O 2.67 1.10 0.41 -0.528
H 4.79 1.50 -2.68 0.275
H 4.75 -0.09 -1.85 0.111
H 4.81 1.43 -0.88 0.389
F 0.95 -4.22 -3.58 -0.313
C -0.23 -3.61 -3.56 -0.085
C -0.71 -3.07 -2.38 0.991
C -1.94 -2.43 -2.41 0.058
F -2.41 -1.87 -1.28 -0.377
C -2.70 -2.34 -3.56 0.110
F -3.87 -1.71 -3.56 -0.290
C -2.21 -2.91 -4.73 0.739
F -2.91 -2.83 -5.84 -0.249
C -0.97 -3.55 -4.74 0.142
F -0.51 -4.08 -5.85 -0.247
Ge 0.22 -3.25 -0.71 0.022
S 0.26 -0.92 -0.09 -0.059
C 2.08 -3.68 -0.77 0.527
C 2.63 -4.75 -0.08 0.288
F 1.85 -5.51 0.69 -0.250
C 3.98 -5.06 -0.17 0.092
F 4.48 -6.09 0.48 -0.243
C 4.81 -4.28 -0.97 0.667
F 6.09 -4.55 -1.06 -0.252
C 4.29 -3.18 -1.66 0.130
F 5.08 -2.41 -2.39 -0.329
C 2.94 -2.91 -1.55 0.154
F 2.44 -1.85 -2.22 -0.500
C -0.83 -4.04 0.69 0.251
C -1.22 -5.34 0.44 0.224
F -0.82 -5.91 -0.70 -0.322
C -1.98 -6.08 1.34 0.101
F -2.33 -7.32 1.08 -0.242
C -2.38 -5.47 2.53 0.661
F -3.10 -6.13 3.39 -0.245
C -2.00 -4.15 2.80 0.226
F -2.38 -3.57 3.93 -0.280
C -1.23 -3.47 1.88 -0.131
F -0.89 -2.19 2.18 -0.296
C 2.21 6.38 1.19 -1.281
C 1.97 5.19 2.07 0.538
N 2.83 4.99 3.06 -0.352
O 1.00 4.41 1.88 -0.643
H 2.41 7.27 1.77 0.468
H 1.34 6.55 0.56 0.260
H 3.07 6.19 0.56 0.346
H 3.58 5.64 3.24 0.226
H 2.69 4.24 3.71 0.230
```

No. 6
DFT (ωB97M-V/def2-TZVPD) results for a 2-piece molecular cluster, C9H7NO overall.

Highest occupied orbital energy (eV): -8.0427
Lowest unoccupied orbital energy (eV): -1.02
Energy relative to the best compared isomer or geometry (same formula, charge and spin) (kcal/mol): 159.86
Maximum force (Eh/bohr): 0.1864

The geometry in XYZ format:
```
18
Properties=species:S:1:pos:R:3:nbo_charge:R:1
C -2.54 -0.39 -0.11 0.385
C -2.40 1.06 -0.12 -0.181
C -1.10 1.58 -0.34 -0.202
C 0.09 0.82 -0.61 -0.121
C 1.36 1.11 0.04 -0.071
C 2.59 0.25 0.26 -0.336
C 2.32 -0.97 0.12 0.079
C -0.10 -0.71 -0.46 0.197
C -1.32 -1.17 -0.31 -0.365
H -3.13 2.10 0.81 0.225
H -0.89 2.62 0.35 0.228
H 1.87 2.11 0.07 0.216
H 3.53 0.65 0.62 0.248
H 3.03 -1.81 -0.09 0.216
H 0.81 -2.43 -0.42 0.415
H -1.52 -2.33 0.01 0.227
N 0.98 -1.47 -0.17 -0.557
O -3.60 -1.02 0.34 -0.603
```

No. 7
DFT (ωB97M-V/def2-TZVPD) results for a 2-piece molecular cluster, C3H10NO overall.

Highest occupied orbital energy (eV): -14.8670
Lowest unoccupied orbital energy (eV): -3.44
Energy relative to the best compared isomer or geometry (same formula, charge and spin) (kcal/mol): 58.01
Charge: +1
Maximum force (Eh/bohr): 0.0987

The geometry in XYZ format:
```
15
Properties=species:S:1:pos:R:3:nbo_charge:R:1
C -1.31 1.92 -1.12 -0.281
O -1.53 0.94 -0.05 -0.766
H -2.05 2.65 -1.46 0.232
H -0.98 1.43 -2.02 0.191
H -0.28 2.35 -0.94 0.165
H -2.32 0.96 0.37 0.503
C 0.84 -1.33 0.78 -0.070
C 1.10 -2.30 -0.05 -0.333
N 1.12 0.11 0.58 -0.741
H 0.29 -1.44 1.72 0.230
H 0.63 -3.30 0.02 0.263
H 1.82 -2.18 -0.85 0.224
H 0.18 0.46 0.24 0.498
H 1.98 0.31 0.19 0.439
H 1.32 0.77 1.37 0.445
```

No. 8
DFT (ωB97M-V/def2-TZVPD) results for C13H30BaO11 as an isolated structure.

Highest occupied orbital energy (alpha / beta) (eV): -1.1531 / -3.6788
Multiplicity: 2
Lowest unoccupied orbital energy (alpha / beta) (eV): 1.49 / 1.53
Energy relative to the best compared isomer or geometry (same formula, charge and spin) (kcal/mol): 0.00
Charge: -1
Maximum force (Eh/bohr): 0.0736

The geometry in XYZ format:
```
55
Properties=species:S:1:pos:R:3:nbo_charge:R:1
Ba -0.13 -0.40 0.41 1.521
C 3.15 2.44 -2.20 -0.501
C 2.16 1.56 -1.83 0.357
C 1.13 1.04 -2.81 0.350
O 0.16 0.21 -2.53 -0.871
C 1.14 1.38 -4.13 -0.486
C 2.12 2.34 -4.61 0.441
C 3.16 2.98 -3.54 0.435
O 4.02 3.78 -3.93 -0.623
O 2.32 2.66 -5.80 -0.619
O 2.26 1.04 -0.62 -0.839
H 3.95 2.77 -1.56 0.208
H 0.41 1.08 -4.86 0.202
C -0.22 3.30 -0.36 -0.262
O -0.31 2.41 0.79 -0.791
H -0.90 4.14 -0.24 0.159
H 0.79 3.71 -0.41 0.205
H -0.36 2.76 -1.30 0.216
H -0.18 2.84 1.63 0.484
C 2.73 0.21 2.92 -0.262
O 1.55 -0.49 2.56 -0.882
H 2.84 1.22 2.53 0.203
H 2.78 0.38 4.00 0.160
H 3.57 -0.42 2.62 0.174
H 1.58 -1.35 3.00 0.414
C -1.83 -2.92 2.17 -0.288
O -0.47 -2.78 1.99 -0.892
H -2.14 -3.97 2.21 0.170
H -2.14 -2.35 3.04 0.178
H -2.35 -2.42 1.36 0.146
H 0.00 -2.89 2.82 0.380
C -2.59 -2.86 -1.65 -0.244
O -1.30 -2.35 -1.30 -0.758
H -3.24 -2.58 -0.82 0.172
H -3.04 -2.39 -2.52 0.175
H -2.57 -3.95 -1.76 0.172
H -0.69 -2.56 -2.01 0.495
C -2.32 1.02 3.32 -0.270
O -1.30 0.05 3.01 -0.832
H -2.01 1.81 4.02 0.178
H -2.56 1.55 2.40 0.181
H -3.27 0.61 3.65 0.166
H -0.80 -0.20 3.79 0.468
C 2.48 -3.12 0.42 -0.247
O 1.99 -2.10 -0.42 -0.757
H 3.57 -3.06 0.44 0.172
H 2.04 -3.07 1.41 0.179
H 2.13 -4.08 0.06 0.161
H 2.42 -2.15 -1.28 0.492
C -3.30 1.08 -0.93 -0.259
O -2.78 0.15 -0.07 -0.756
H -2.52 1.42 -1.61 0.216
H -4.06 0.67 -1.59 0.166
H -3.62 2.00 -0.44 0.164
H -3.47 -0.15 0.53 0.480
```